# 1
13
Properties=species:S:1:pos:R:3 method="wB97M-V/def2-TZVPD" de_lowest_kcal_mol=36.5 homo_lumo_gap_ev=11.1 total_energy_ha=-323.7228 lumo_energy_ev=0.8734 max_force_ev_per_a=0.7 total_charge=0
H -1.646 1.407 0.483
N -2.168 0.543 0.418
C -1.440 -0.451 0.141
O -2.068 -1.638 0.037
C 0.046 -0.521 -0.097
O 0.569 0.768 0.054
C 1.959 0.820 -0.153
H -2.970 -1.323 0.225
H 0.494 -1.231 0.618
H 0.230 -0.921 -1.109
H 2.228 0.504 -1.172
H 2.500 0.185 0.565
H 2.266 1.859 -0.011

---

# 2
16
Properties=species:S:1:pos:R:3 method="wB97M-V/def2-TZVPD" de_lowest_kcal_mol=32.6 homo_lumo_gap_ev=10.1 total_energy_ha=-781.0813 lumo_energy_ev=0.7013 max_force_ev_per_a=1.4 total_charge=0
O 0.623 -1.056 -2.323
C -0.351 -0.703 -1.372
C -0.100 0.744 -0.917
O -1.311 1.271 -0.422
C 0.792 0.166 0.217
S 0.832 0.999 1.812
C 0.002 -1.160 0.079
O -1.110 -1.263 0.915
H 0.558 -2.014 -2.468
H -1.378 -0.916 -1.658
H 0.372 1.431 -1.649
H -1.066 1.906 0.281
H 1.816 0.055 -0.128
H -0.140 0.243 2.372
H 0.560 -2.076 0.187
H -1.708 -0.505 0.675

---

# 3
100
Properties=species:S:1:pos:R:3 method="wB97M-V/def2-TZVPD" homo_lumo_gap_ev=6.5 total_energy_ha=-2869.4508 lumo_energy_ev=-1.3089 max_force_ev_per_a=12.2 total_charge=0
C 0.730 2.661 1.001
C 1.646 2.425 -0.343
C 1.657 0.805 -0.771
N 2.980 0.169 -0.659
C 3.101 -1.135 0.054
C 4.684 -1.132 0.600
C 5.115 -0.213 1.816
C 5.333 -1.039 3.261
I 4.024 1.595 2.320
C 2.189 -1.390 1.368
C 0.942 -2.431 1.269
N -0.241 -1.985 0.441
N 1.354 -3.897 1.012
N 0.381 -2.489 2.712
O 3.188 -2.332 -0.848
C 2.224 -2.381 -1.906
O 1.516 -3.543 -2.024
O 1.976 -1.447 -3.023
C 0.941 -2.057 -3.923
N 0.301 -2.840 -4.766
H -0.313 3.145 0.709
H 1.272 3.336 1.818
H 0.454 1.646 1.558
H 2.743 2.846 -0.196
H 1.163 3.101 -1.201
H 0.747 0.345 -0.218
H 1.357 0.832 -1.928
H 3.485 0.114 -1.583
H 4.958 -2.267 0.847
H 5.335 -0.855 -0.359
H 6.228 0.167 1.580
H 4.759 -0.442 4.118
H 4.850 -2.102 3.101
H 6.478 -1.097 3.545
H 1.734 -0.357 1.759
H 2.853 -1.778 2.281
H -1.148 -2.290 0.874
H -0.237 -2.354 -0.531
H 0.611 -4.221 0.323
H 1.152 -4.485 1.866
H 0.296 -1.490 3.072
H 1.119 -2.901 3.359
C -2.233 -7.201 -1.360
N -2.074 -6.527 -0.090
C -0.675 -6.621 0.342
P -3.185 -6.257 1.177
O -2.698 -4.793 1.306
N -4.729 -5.732 0.573
C -5.011 -5.576 -0.852
C -5.244 -4.514 1.228
N -3.745 -7.940 1.029
C -2.864 -8.931 1.637
C -4.763 -8.546 0.197
H -2.150 -8.287 -1.266
H -1.463 -6.878 -2.073
H -3.168 -6.970 -1.866
H -0.482 -7.574 0.843
H -0.421 -5.817 1.038
H 0.026 -6.529 -0.496
H -4.289 -4.916 -1.346
H -6.015 -5.163 -1.015
H -5.043 -6.526 -1.373
H -4.788 -3.610 0.810
H -5.059 -4.531 2.306
H -6.332 -4.428 1.098
H -2.169 -9.351 0.903
H -3.427 -9.753 2.091
H -2.277 -8.480 2.444
H -4.485 -8.575 -0.860
H -5.730 -8.052 0.307
H -4.949 -9.591 0.483
C 2.132 8.555 -1.276
N 1.374 7.343 -1.496
C 1.976 6.582 -2.597
P -0.272 6.989 -1.215
O 0.117 5.621 -0.601
N -0.797 7.580 0.335
C 0.084 8.306 1.246
C -1.491 6.569 1.155
N -0.718 8.561 -1.920
C -0.688 8.605 -3.378
C -0.848 9.878 -1.333
H 1.999 9.279 -2.085
H 3.206 8.337 -1.210
H 1.908 9.048 -0.334
H 1.631 6.953 -3.566
H 1.719 5.521 -2.532
H 3.071 6.630 -2.585
H 1.001 7.749 1.466
H -0.419 8.522 2.197
H 0.344 9.291 0.871
H -0.780 5.907 1.663
H -2.165 5.956 0.550
H -2.109 7.047 1.928
H 0.270 8.984 -3.746
H -1.488 9.234 -3.783
H -0.844 7.605 -3.796
H 0.114 10.311 -1.047
H -1.520 9.878 -0.472
H -1.297 10.592 -2.037

---

# 4
18
Properties=species:S:1:pos:R:3 method="wB97M-V/def2-TZVPD" de_lowest_kcal_mol=162.3 homo_lumo_gap_ev=8.8 total_energy_ha=-799.1002 lumo_energy_ev=0.0832 max_force_ev_per_a=3.1 total_charge=0
C -0.163 -2.381 1.314
C 0.287 -1.807 0.228
C 1.219 -1.834 1.424
C 1.007 2.226 -1.631
C -0.088 0.690 -0.024
N -0.112 1.438 -1.054
O -2.514 1.021 0.921
O -2.505 -0.468 -1.157
S -1.827 -0.314 0.138
H -0.965 -2.893 1.791
H 1.316 -0.924 1.968
H 2.024 -2.484 1.505
H 1.621 1.836 -2.420
H 0.556 2.978 -2.257
H 1.697 2.564 -0.912
H 0.585 0.332 0.871
H 0.490 -1.711 -0.895
H -2.626 1.732 0.189

---

# 5
71
Properties=species:S:1:pos:R:3 method="wB97M-V/def2-TZVPD" de_lowest_kcal_mol=1.7 homo_lumo_gap_ev="7.3 / 7.3" total_energy_ha=-6901.6976 lumo_energy_ev="-1.3202 / -1.3233" max_force_ev_per_a=0.1 total_charge=0
Cu 0.598 0.263 2.237
O 1.734 -1.132 4.185
C 0.908 -2.284 4.179
C -0.542 -1.893 4.041
C -1.519 -2.578 4.746
C -2.849 -2.235 4.566
C -3.162 -1.206 3.697
C -2.130 -0.559 3.042
N -0.851 -0.898 3.203
H 2.534 -1.314 3.676
H 1.035 -2.850 5.105
H 1.170 -2.943 3.345
H -1.232 -3.365 5.430
H -3.627 -2.759 5.106
H -4.183 -0.896 3.528
H -2.318 0.254 2.356
S 1.421 -1.351 1.006
C 1.636 -0.769 -0.644
C 2.891 -0.924 -1.233
C 3.118 -0.561 -2.549
C 2.088 -0.036 -3.314
C 0.822 0.078 -2.760
C 0.593 -0.281 -1.436
As -1.294 -0.315 -0.977
C -1.689 -1.794 -2.206
C -0.979 -2.978 -2.031
C -1.218 -4.065 -2.857
C -2.160 -3.971 -3.873
C -2.859 -2.789 -4.060
C -2.627 -1.701 -3.226
C -2.292 1.180 -1.615
C -3.681 1.103 -1.622
C -4.423 2.237 -1.923
C -3.780 3.435 -2.200
C -2.395 3.509 -2.176
C -1.645 2.382 -1.881
H 3.691 -1.340 -0.636
H 4.105 -0.686 -2.975
H 2.256 0.255 -4.342
H 0.000 0.421 -3.380
H -0.231 -3.056 -1.248
H -0.664 -4.984 -2.711
H -2.344 -4.818 -4.521
H -3.586 -2.709 -4.857
H -3.170 -0.781 -3.394
H -4.180 0.176 -1.368
H -5.504 2.187 -1.922
H -4.362 4.322 -2.412
H -1.897 4.454 -2.343
H -0.567 2.453 -1.808
Cl 4.713 -0.374 2.606
C 4.477 0.632 1.202
C 5.525 0.740 0.305
C 5.380 1.542 -0.818
C 4.189 2.221 -1.039
C 3.153 2.108 -0.131
C 3.276 1.321 1.022
C 2.212 1.366 2.014
H 6.445 0.204 0.493
H 6.202 1.634 -1.516
H 4.073 2.847 -1.914
H 2.227 2.653 -0.272
H 1.616 2.269 1.934
H 2.525 1.144 3.034
F -0.904 0.710 0.527
Sb -1.306 3.467 1.811
F -0.224 1.841 2.974
F -0.454 4.556 3.116
F -1.740 5.075 0.791
F 0.267 3.310 0.710
F -2.289 -1.155 0.202

---

# 6
34
Properties=species:S:1:pos:R:3 method="wB97M-V/def2-TZVPD" de_lowest_kcal_mol=13.1 homo_lumo_gap_ev="10.5 / 10.5" total_energy_ha=-3180.3711 lumo_energy_ev="2.1854 / 2.1849" spin_multiplicity=3 max_force_ev_per_a=1.4 total_charge=-1
Ni -0.080 -0.222 0.282
B 3.090 1.064 -0.377
F 3.493 2.128 0.414
F 1.701 0.781 -0.168
F 3.255 1.369 -1.739
F 3.837 -0.098 -0.069
B -2.263 -2.000 0.344
F -1.341 -1.868 1.411
F -1.724 -1.169 -0.711
F -2.357 -3.306 -0.097
F -3.506 -1.476 0.726
B 1.388 -0.236 3.038
F 1.026 -1.001 1.836
F 2.756 -0.312 3.210
F 0.979 1.094 2.831
F 0.680 -0.797 4.102
C 3.321 -2.802 -1.503
C 2.035 -2.278 -1.086
N 1.020 -1.876 -0.749
H 4.075 -2.058 -1.270
H 3.312 -3.022 -2.573
H 3.464 -3.776 -1.034
C -1.646 2.363 -3.524
C -1.045 1.637 -2.415
N -0.524 1.107 -1.550
H -0.949 3.100 -3.907
H -2.579 2.833 -3.215
H -1.937 1.632 -4.280
C -3.711 1.639 2.171
C -2.385 1.295 1.681
N -1.334 1.035 1.323
H -4.398 1.617 1.331
H -3.626 2.638 2.605
H -4.026 0.966 2.963

---

# 7
15
Properties=species:S:1:pos:R:3 method="wB97M-V/def2-TZVPD" de_lowest_kcal_mol=36.3 homo_lumo_gap_ev=9.1 total_energy_ha=-1028.7652 lumo_energy_ev=0.5702 max_force_ev_per_a=4.5 total_charge=0
C -1.109 -1.584 0.519
C 0.184 -0.883 0.619
O 1.147 -1.586 1.316
S 0.081 0.758 1.298
C -0.348 1.537 -0.294
C 0.927 1.338 -1.205
S 1.150 -0.493 -1.322
H -1.059 -2.569 0.663
H -1.372 -1.584 -0.549
H -1.960 -1.080 1.033
H 1.812 -0.958 1.581
H -0.665 2.570 0.131
H -1.322 0.991 -0.655
H 0.667 1.720 -2.193
H 1.867 1.823 -0.941

---

# 8
17
Properties=species:S:1:pos:R:3 method="wB97M-V/def2-TZVPD" de_lowest_kcal_mol=86.7 homo_lumo_gap_ev=9.9 total_energy_ha=-272.5798 lumo_energy_ev=1.2282 max_force_ev_per_a=2.4 total_charge=0
C -0.618 -0.129 1.519
C 0.647 0.747 1.303
C 1.067 -0.137 0.082
C -0.148 -1.054 0.377
C -0.650 -0.753 -1.026
C -0.848 0.693 -1.377
C 0.552 0.045 -1.386
H -0.684 -0.618 2.497
H -1.559 0.389 1.312
H 0.475 1.816 1.146
H 1.364 0.635 2.125
H 2.086 -0.524 0.092
H -0.020 -2.118 0.590
H -1.065 -1.483 -1.712
H -1.356 0.802 -2.331
H -0.399 1.569 -0.935
H 1.156 0.121 -2.275

---

# 9
51
Properties=species:S:1:pos:R:3 method="wB97M-V/def2-TZVPD" de_lowest_kcal_mol=62.8 homo_lumo_gap_ev="3.6 / 4.1" total_energy_ha=-1158.6481 lumo_energy_ev="1.3319 / 1.9083" max_force_ev_per_a=3.5 total_charge=-1
O 1.337 0.401 -2.486
C 1.673 1.658 -3.250
C 1.167 1.075 -4.545
H 2.745 1.839 -3.209
H 1.115 2.500 -2.831
C 1.112 -0.278 -3.787
H 1.839 1.156 -5.399
H 0.191 1.467 -4.811
C 2.300 -1.212 -4.016
H 3.240 -0.654 -4.034
H 2.213 -1.768 -4.955
H 2.363 -1.964 -3.217
C -0.228 -0.999 -3.774
H -1.048 -0.276 -3.760
H -0.330 -1.654 -2.899
H -0.341 -1.639 -4.664
Cd 2.993 0.006 -1.059
C -2.759 -0.384 4.983
C -1.609 0.467 4.992
C -1.578 1.189 3.754
H -0.876 0.553 5.786
C -2.705 0.756 2.986
C -3.431 -0.199 3.749
H -4.347 -0.679 3.414
H -3.055 -1.047 5.788
H -0.843 1.935 3.460
H -2.972 1.086 1.987
C 1.819 -1.284 4.065
C 0.819 -1.962 3.322
C 1.339 -2.229 2.025
H -0.205 -2.170 3.658
C 2.643 -1.658 1.938
C 2.906 -1.003 3.181
H 3.748 -0.336 3.369
H 1.806 -1.006 5.120
H 0.807 -2.716 1.205
H 3.349 -1.767 1.107
O -0.991 0.400 0.749
C -1.399 -0.451 -0.350
C -2.311 0.408 -1.232
H -1.874 -1.354 0.070
H -0.513 -0.758 -0.945
C -1.814 1.852 -0.996
H -3.344 0.318 -0.879
H -2.265 0.140 -2.280
C -0.788 1.714 0.148
H -2.643 2.453 -0.620
H -1.368 2.277 -1.907
H -0.948 2.459 0.951
H 0.245 1.796 -0.252
F 2.818 1.542 0.348

---

# 10
12
Properties=species:S:1:pos:R:3 method="wB97M-V/def2-TZVPD" de_lowest_kcal_mol=131.5 homo_lumo_gap_ev=8.7 total_energy_ha=-414.6367 lumo_energy_ev=-0.4872 max_force_ev_per_a=4.2 total_charge=0
C 1.919 1.031 0.098
C 0.964 0.034 0.015
C -0.522 0.104 0.188
C -1.213 1.374 0.088
N -1.758 2.349 -0.135
N -1.253 -0.976 0.123
O -2.449 -1.003 0.093
O -0.544 -2.213 -0.001
H 1.841 2.073 0.504
H 2.970 0.998 -0.228
H 1.182 -0.901 -0.309
H -1.137 -2.870 -0.435

---

# 11
48
Properties=species:S:1:pos:R:3 method="wB97M-V/def2-TZVPD" de_lowest_kcal_mol=0.0 homo_lumo_gap_ev=8.0 total_energy_ha=-3925.0669 lumo_energy_ev=0.5623 max_force_ev_per_a=0.2 total_charge=0
Au -0.767 -0.051 -0.201
S 0.298 -2.012 0.429
C 1.192 -2.573 -1.003
C 0.860 -3.841 -1.487
C 1.539 -4.404 -2.553
C 2.574 -3.708 -3.158
C 2.913 -2.451 -2.686
C 2.239 -1.864 -1.617
As 2.739 -0.075 -0.991
C 4.595 -0.068 -1.637
C 5.554 -0.517 -0.731
C 6.893 -0.583 -1.084
C 7.293 -0.187 -2.353
C 6.349 0.272 -3.261
C 5.008 0.331 -2.905
C 1.947 0.948 -2.465
C 2.325 2.285 -2.595
C 1.812 3.076 -3.612
C 0.885 2.546 -4.501
C 0.486 1.224 -4.368
C 1.019 0.427 -3.361
H 0.053 -4.378 -1.005
H 1.259 -5.387 -2.912
H 3.121 -4.144 -3.984
H 3.730 -1.918 -3.156
H 5.238 -0.818 0.263
H 7.626 -0.943 -0.374
H 8.338 -0.228 -2.632
H 6.656 0.576 -4.254
H 4.281 0.692 -3.622
H 3.044 2.700 -1.896
H 2.133 4.105 -3.717
H 0.476 3.161 -5.293
H -0.226 0.802 -5.067
H 0.712 -0.609 -3.281
C -1.534 3.423 -0.764
P -2.153 1.725 -0.581
C -3.200 1.510 -2.055
C -3.372 1.866 0.767
H -2.344 4.101 -1.033
H -0.764 3.442 -1.533
H -1.085 3.745 0.176
H -3.860 2.369 -2.186
H -3.798 0.608 -1.933
H -2.567 1.398 -2.935
H -4.208 2.504 0.477
H -2.884 2.277 1.650
H -3.738 0.870 1.013

---

# 12
97
Properties=species:S:1:pos:R:3 method="wB97M-V/def2-TZVPD" de_lowest_kcal_mol=38.2 homo_lumo_gap_ev="6.7 / 4.2" total_energy_ha=-6825.3676 lumo_energy_ev="-0.6700 / -3.1629" spin_multiplicity=2 max_force_ev_per_a=4.0 total_charge=0
Ca 0.024 -1.213 0.921
C 0.468 2.593 2.109
C -0.527 2.346 3.255
C -1.365 3.593 3.438
P -1.425 0.773 2.738
C -2.198 0.289 4.327
C -3.418 -0.555 4.165
C -1.080 -0.487 5.077
C -2.738 1.264 1.660
C -3.849 1.907 2.196
C -5.014 2.097 1.420
C -4.991 1.830 0.068
C -3.852 1.307 -0.538
C -2.708 0.976 0.238
N -1.571 0.488 -0.331
C -1.422 0.298 -1.654
C -2.305 -0.496 -2.404
C -1.969 -0.910 -3.711
C -0.722 -0.556 -4.262
C 0.108 0.304 -3.543
C -0.342 1.004 -2.394
P 0.416 2.567 -1.778
C 2.019 2.757 -2.665
C 1.850 2.765 -4.213
C 3.059 1.726 -2.292
C -0.501 4.019 -2.727
C -0.480 5.187 -1.720
C -1.847 3.662 -3.324
H 0.922 3.582 2.135
H 1.348 1.898 2.122
H -0.066 2.562 1.126
H 0.065 2.210 4.163
H -1.729 3.966 2.511
H -2.189 3.437 4.180
H -0.728 4.385 3.931
H -2.377 1.232 4.858
H -3.324 -1.443 3.478
H -3.786 -0.909 5.117
H -4.271 0.030 3.765
H -0.728 -1.402 4.601
H -0.229 0.133 5.298
H -1.474 -0.767 6.057
H -3.731 2.340 3.194
H -5.872 2.599 1.850
H -5.908 1.967 -0.513
H -3.789 1.088 -1.573
H -3.183 -0.901 -1.796
H -2.717 -1.507 -4.300
H -0.457 -0.953 -5.219
H 1.138 0.477 -3.863
H 2.421 3.723 -2.405
H 2.659 2.131 -4.700
H 0.935 2.262 -4.598
H 1.955 3.741 -4.648
H 2.672 0.922 -1.694
H 3.614 1.343 -3.159
H 3.831 2.171 -1.659
H 0.196 4.353 -3.507
H 0.106 5.083 -0.812
H -0.162 6.089 -2.227
H -1.506 5.403 -1.410
H -2.541 3.270 -2.525
H -2.347 4.539 -3.849
H -1.767 2.829 -4.001
O 5.072 -5.739 -2.901
N 3.866 -5.537 -3.027
O 3.160 -6.032 -3.938
C 3.338 -4.625 -2.061
C 4.311 -4.004 -1.308
C 3.954 -2.961 -0.470
C 4.806 -2.624 0.570
C 4.394 -1.713 1.503
C 3.117 -0.963 1.293
N 2.224 -1.451 0.304
C 2.605 -2.388 -0.533
C 1.588 -3.160 -1.314
N 0.301 -2.873 -1.101
C -0.697 -3.584 -1.749
C -0.459 -4.545 -2.704
C 0.904 -4.867 -2.897
C 1.929 -4.288 -2.153
H 5.352 -4.358 -1.251
H 5.775 -3.157 0.618
H 4.947 -1.483 2.431
H 3.262 0.082 1.043
H -1.707 -3.326 -1.423
H -1.254 -5.033 -3.297
H 1.200 -5.580 -3.641
N 2.334 -0.902 2.676
C 2.702 -1.253 3.793
N 2.618 -1.986 4.858
C 2.955 -1.569 6.078
N 3.140 -1.334 7.194
Cl -0.198 -3.302 2.630
Ge -1.152 -5.740 2.530
Cl -2.955 -5.308 3.773
Cl -2.036 -5.814 0.492